*one*
Entry from the Open Molecules 2025 dataset: the ion C3H9N4S with charge +1 (ωB97M-V with the def2-TZVPD basis set).

Computed properties:
Total charge = +1

```
17
Properties=species:S:1:pos:R:3:lowdin_charge:R:1
S -2.17828 0.66192 0.27235 1.19
N -2.29143 -0.52229 -0.70310 -0.28
N -0.99697 0.02422 1.26114 -0.19
N -0.07475 1.28668 -0.75537 -0.03
N 0.67747 0.12079 -0.45720 -0.17
C -1.21459 -1.47752 -0.53139 -0.18
C -0.18818 -0.75474 0.33161 -0.37
C 1.95703 0.44818 0.19239 -0.03
H -0.52781 1.41486 -1.68304 0.13
H 1.91159 0.47405 1.20160 0.05
H -1.03715 -1.77828 -1.52622 0.12
H 0.47531 2.14992 -0.34720 0.17
H -1.48295 -2.39335 0.02554 0.15
H 0.40558 -1.24040 1.04375 0.14
H -0.47181 0.52308 1.91623 0.09
H 2.35586 1.39190 -0.10076 0.09
H 2.68107 -0.32904 -0.14034 0.12
```

***

*two*
Entry from the Open Molecules 2025 dataset: the ion C3H9N4S with charge +1 (ωB97M-V with the def2-TZVPD basis set).

Computed properties:
SMILES = C[N@@H+]1CN=N[C@@]1(N)S
Total charge = +1

```
17
Properties=species:S:1:pos:R:3:lowdin_charge:R:1
S 2.15462 0.59854 1.25847 0.87
N 1.08090 -1.47605 -0.10724 0.08
N -0.11778 0.72423 -0.48705 -0.08
N -0.30143 -0.58176 1.71924 0.06
N 1.03322 -1.17437 -1.30828 0.05
C 0.63650 -0.34293 0.73782 -0.72
C 0.26879 -0.03080 -1.71847 -0.15
C -1.53895 0.65971 -0.18337 -0.05
H 2.90426 -0.45024 1.20825 -0.14
H -1.92555 -0.39615 -0.54650 0.15
H 0.95964 0.63333 -2.25559 0.14
H -0.64404 -0.19094 -2.51126 0.21
H 0.17273 1.68032 -0.32150 0.15
H -1.65586 0.53176 0.84472 0.04
H -2.12288 1.49797 -0.54812 0.11
H -0.06013 -0.19719 2.62482 0.11
H -0.84405 -1.48544 1.59405 0.17
```

***

We find *two* to be the most stable, with the next structure 85.1 kJ/mol higher.

***

*one*
Entry from the Open Molecules 2025 dataset: the molecule C5H8FN (ωB97M-V with the def2-TZVPD basis set).

Computed properties:
SMILES = F[C@@H]1C[C@@H]2N[C@@H]2C1

```
15
Properties=species:S:1:pos:R:3:lowdin_charge:R:1
F 1.83349 -0.17367 1.13515 -0.04
N -1.08665 -0.08772 1.31568 0.08
C 0.38565 -1.20074 -0.23071 -0.09
C -0.76342 0.79944 0.05351 -0.33
C -1.00133 -0.62068 -0.10056 -0.32
C 1.40443 -0.03876 -0.20583 -0.25
C 0.61012 1.19984 -0.09524 -0.13
H 2.12747 -0.04340 -0.85856 0.09
H 0.50018 -1.88831 -1.22358 0.16
H -2.26504 -0.13799 1.13833 0.15
H 0.49523 1.47647 -1.19318 0.15
H 0.86789 2.08742 0.56270 0.16
H -2.05103 -0.93915 -0.45217 0.16
H 0.43536 -1.97257 0.47193 0.09
H -1.49233 1.53982 -0.31748 0.14
```

***

*two*
Entry from the Open Molecules 2025 dataset: a cluster of 2 separate species, C5H8FN in total (ωB97M-V with the def2-TZVPD basis set).

Computed properties:
SMILES = C=C=NC.C=CF

```
15
Properties=species:S:1:pos:R:3:lowdin_charge:R:1
F 2.20147 -1.00502 0.38364 0.05
N -1.00905 1.67776 -0.00242 0.03
C -1.83747 0.85637 0.31006 -0.26
C -2.58400 -0.11992 0.62462 -0.01
C 1.47027 -0.81837 -0.65805 -0.32
C 0.20475 2.02954 0.84529 -0.07
C 0.77812 -1.76138 -1.16769 0.03
H -2.59936 -1.01924 0.06000 0.05
H -0.11562 2.28501 1.87920 0.09
H 1.63824 0.19233 -0.96004 0.11
H -3.42300 -0.03528 1.29472 0.05
H 0.74963 -2.77259 -0.77748 0.08
H 0.88093 1.20366 0.77332 0.02
H 0.76402 2.93253 0.38041 0.10
H 0.36141 -1.49699 -2.12401 0.06
```

***

We find *two* to be the most stable, with the next structure 59.0 kJ/mol higher.

***

*one*
Entry from the Open Molecules 2025 dataset: a cluster of 4 separate species, C3H6ClF in total (ωB97M-V with the def2-TZVPD basis set).

```
11
Properties=species:S:1:pos:R:3:lowdin_charge:R:1
Cl 0.34754 -0.22396 -2.19982 0.56
F -0.69726 1.50601 -0.85027 -0.14
C 0.98596 0.52046 0.55728 -0.11
C -0.10344 0.24002 -0.42469 -1.02
C -0.86273 -0.77099 -0.03833 -0.26
H -0.51387 -1.79788 -0.06412 0.10
H 2.33106 0.53136 -0.22711 0.19
H 0.79428 2.03482 1.14084 0.22
H -1.24417 -0.52322 1.09562 0.15
H 0.70155 -0.67838 1.65603 0.22
H -1.73890 -0.83826 -0.64542 0.08
```

***

*two*
Entry from the Open Molecules 2025 dataset: the molecule C3H6ClF (ωB97M-V with the def2-TZVPD basis set).

Computed properties:
SMILES = CC[C@@H](F)Cl

```
11
Properties=species:S:1:pos:R:3:lowdin_charge:R:1
Cl 1.57061 1.55989 -0.15531 0.71
F 2.32809 -1.03536 -0.28464 -0.13
C 1.33614 -0.07778 0.28430 -0.73
C -0.06109 -0.42901 -0.25339 -0.36
C -1.36289 0.35664 -0.11426 -0.19
H 0.20670 -0.63832 -1.31747 0.11
H -2.38917 0.60052 -0.88556 0.15
H -1.06160 1.61315 0.20055 0.11
H -0.49742 -1.44527 0.34365 0.16
H -1.61397 -0.17789 0.79534 0.02
H 1.54460 -0.32656 1.38679 0.14
```

***

We find *two* to be the most stable, with the next structure 440.5 kJ/mol higher.

***

*one*
Entry from the Open Molecules 2025 dataset: the molecule C2H3NS (ωB97M-V with the def2-TZVPD basis set).

Computed properties:
SMILES = CC#S#N

```
7
Properties=species:S:1:pos:R:3:lowdin_charge:R:1
S -0.55416 0.24956 -1.95369 0.79
N -1.70649 -0.22911 -1.06579 -0.38
C 0.50481 0.03164 0.68000 -0.20
C 0.39748 -0.36482 -0.73905 -0.41
H -0.47652 -0.28253 1.14917 0.09
H 1.28460 -0.49390 1.15887 0.05
H 0.55029 1.08916 0.77050 0.06
```

***

*two*
Entry from the Open Molecules 2025 dataset: the molecule C2H3NS (ωB97M-V with the def2-TZVPD basis set).

```
7
Properties=species:S:1:pos:R:3:lowdin_charge:R:1
S -2.18649 0.02167 -0.11698 0.56
N -0.62299 0.41513 0.37782 -0.53
C 1.31788 -0.22757 -0.39195 0.14
C 0.33025 -0.63759 0.34040 -0.33
H 0.16182 -1.44413 0.99197 0.08
H 1.45003 0.55625 -1.02936 0.01
H -0.45050 1.31624 -0.17189 0.08
```

***

*three*
Entry from the Open Molecules 2025 dataset: the molecule C2H3NS (ωB97M-V with the def2-TZVPD basis set).

```
7
Properties=species:S:1:pos:R:3:lowdin_charge:R:1
S -1.74676 1.73078 0.84578 0.69
N 1.00029 0.40721 -0.58596 0.05
C 0.05797 -0.46252 -0.16077 -0.48
C -1.13535 0.29552 0.53709 -0.54
H 0.43448 -1.27444 0.50747 0.11
H 1.96055 0.21996 -0.20660 0.06
H -0.57118 -0.91649 -0.93702 0.11
```

***

*four*
Entry from the Open Molecules 2025 dataset: a structure of composition C2H3NS (ωB97M-V with the def2-TZVPD basis set).

```
7
Properties=species:S:1:pos:R:3:lowdin_charge:R:1
S 2.89563 0.26804 0.02028 0.66
N 0.42913 -1.10483 0.00936 0.04
C -0.03220 0.21745 0.35159 -0.17
C 1.36707 -0.15232 0.19362 -0.94
H 0.23255 -1.69160 -0.78373 0.13
H -0.34840 1.20155 -0.60643 0.20
H -0.56907 0.37370 1.26649 0.07
```

***

We find *four* to be the most stable, with the next structure 140.6 kJ/mol higher.

***

*one*
Entry from the Open Molecules 2025 dataset: a structure of composition C2H3NS (ωB97M-V with the def2-TZVPD basis set).

```
7
Properties=species:S:1:pos:R:3:lowdin_charge:R:1
S 1.85805 -2.28534 0.43925 0.75
N -0.53579 -0.22332 0.82629 -0.03
C -0.25731 -0.11004 -0.40426 -0.38
C 1.11295 -1.59269 -0.66693 -0.58
H -0.97060 -0.39400 -1.14796 0.07
H 0.24332 0.21032 1.43461 0.08
H 0.73274 0.43502 -0.74820 0.10
```

***

*two*
Entry from the Open Molecules 2025 dataset: the molecule C2H3NS (ωB97M-V with the def2-TZVPD basis set).

```
7
Properties=species:S:1:pos:R:3:lowdin_charge:R:1
S 0.87889 -0.87225 -0.99938 0.65
N 0.11025 0.31251 0.35641 -0.32
C 0.73469 1.21569 0.83636 0.00
C -0.69651 -0.62886 -0.20986 -0.56
H -1.38798 -0.16037 -0.80817 0.05
H 1.64352 1.45612 0.28985 0.05
H -1.28286 -1.32284 0.53479 0.14
```

***

*three*
Entry from the Open Molecules 2025 dataset: a cluster of 2 separate species, C2H3NS in total (ωB97M-V with the def2-TZVPD basis set).

Computed properties:
SMILES = C#C.N=S

```
7
Properties=species:S:1:pos:R:3:lowdin_charge:R:1
S 1.52955 2.19860 2.00419 0.58
N 1.08632 1.42802 0.72811 -0.50
C -1.22130 -0.91053 -0.18974 -0.03
C -1.20751 -1.42595 -1.27337 -0.02
H -1.16603 -0.89289 0.84412 0.00
H 1.93927 1.34627 0.18113 -0.06
H -0.96030 -1.74352 -2.29445 0.03
```

***

We find *one* to be the most stable, with the next structure 27.8 kJ/mol higher.

***

*one*
Entry from the Open Molecules 2025 dataset: a structure of composition C24H23CaCl2N2O9P2 (ωB97M-V with the def2-TZVPD basis set).

Computed properties:
Total charge = -1

```
63
Properties=species:S:1:pos:R:3:lowdin_charge:R:1
Ca -1.01037 -0.17837 -1.12110 1.34
Cl 0.69262 0.26746 5.74401 0.73
Cl 0.97665 1.80943 0.49253 0.78
P 0.80428 -0.90001 -3.55464 0.29
P -1.31759 -3.09786 -2.59496 0.46
O -1.23414 -0.62366 1.08995 -0.18
O 1.87503 -0.93936 -4.57294 -0.29
O -0.55585 -0.22166 -4.09340 -0.16
O 0.98153 -0.35481 -2.15208 -0.47
O -0.94659 -2.83099 0.94702 0.00
O -2.02240 -3.95351 -3.70808 -0.09
O 0.25538 -3.24302 -4.70837 -0.10
O -1.08983 -4.06094 -1.38612 -0.12
O -2.05902 -1.89001 -2.13800 -0.40
N 1.25089 6.86209 -4.24298 0.11
N 1.38993 -0.10847 2.66688 0.08
C -0.93945 -1.82885 3.11501 -0.04
C 0.49999 2.05591 2.15139 -0.54
C 1.44694 -3.37049 -2.59862 -0.08
C -0.20567 2.56507 4.74337 -0.13
C 0.44738 -2.21679 3.54789 -0.18
C 1.94975 -3.79446 4.60331 -0.09
C 0.39247 1.35693 4.41303 -0.56
C -0.08767 3.25988 2.46906 -0.11
C 2.80196 -1.71418 3.78280 -0.03
C 0.68184 -3.43656 4.17052 -0.03
C -1.27934 3.90267 -1.40414 -0.09
C -1.83236 2.87254 -2.21991 -0.37
C 0.31599 -2.69082 -3.37628 -0.54
C -0.20630 4.96085 -3.29123 -0.28
C 3.01594 -2.93123 4.40930 -0.09
C -0.45604 3.52268 3.78069 -0.09
C -0.75842 3.98476 -4.12842 -0.06
C -1.06923 -1.76958 1.59040 -0.62
C 1.53061 -1.35307 3.36143 -0.25
C -0.49543 4.90151 -1.91795 -0.06
C 0.60226 6.00890 -3.81570 -0.23
C 0.76154 1.04008 3.09751 -0.28
C -1.54865 2.98433 -3.61461 -0.09
C -2.56266 1.79153 -1.69504 -0.19
H -1.64967 -2.56296 3.49569 0.12
H -3.16937 1.22238 -2.39764 0.04
H -1.46243 -3.91822 -4.50830 0.08
H -2.01551 2.27703 -4.29523 0.10
H -1.49333 3.88389 -0.34096 0.09
H -0.91985 4.46208 4.04488 0.10
H 0.85494 -2.69424 -5.24181 0.09
H -0.55581 0.74613 -4.10581 0.05
H 1.30452 -4.45127 -2.61341 0.09
H -0.09317 5.66176 -1.25930 0.11
H -1.19702 -0.85056 3.52220 0.11
H -0.57276 4.02599 -5.19447 0.11
H -0.15185 -4.11254 4.31440 0.11
H 3.61087 -1.01585 3.61351 0.12
H -0.24777 3.98180 1.68089 0.09
H 1.46954 -3.04066 -1.55999 0.08
H -2.99691 1.88145 -0.70055 0.04
H -0.46341 2.73420 5.77957 0.10
H 4.00996 -3.20344 4.73988 0.10
H 1.37058 -0.19734 1.66067 0.09
H 2.40078 -3.12236 -3.06551 0.09
H 2.10296 -4.75064 5.08689 0.10
H -1.13127 -3.59455 -0.49713 0.05
```

***

*two*
Entry from the Open Molecules 2025 dataset: a structure of composition C24H23CaCl2N2O9P2 (ωB97M-V with the def2-TZVPD basis set).

Computed properties:
Total charge = -1

```
63
Properties=species:S:1:pos:R:3:lowdin_charge:R:1
Ca -0.43330 -1.01104 -1.05632 1.30
Cl 4.13381 3.29330 2.37289 0.72
Cl -0.13156 -0.16081 2.02374 0.79
P -1.56686 -0.42819 -3.94299 0.48
P -3.41945 -0.70875 -1.36854 0.31
O 1.43829 0.07598 -0.83379 -0.20
O -4.85990 -0.53217 -1.09739 -0.28
O -4.21663 -0.38182 -3.90569 -0.10
O -2.09685 -1.02989 -5.29549 -0.08
O -3.03801 -2.25364 -1.69080 -0.16
O -0.78763 0.87404 -4.29867 -0.12
O -0.68156 -1.35084 -3.16133 -0.42
O 1.13933 1.44155 -2.58063 -0.01
O -2.31949 -0.19369 -0.45054 -0.49
N 1.28723 2.32629 1.29118 0.08
N -3.13529 -5.71224 5.17548 0.10
C 1.75868 1.06694 -1.55446 -0.61
C -3.13699 0.05751 -3.05036 -0.54
C 2.50594 3.27334 -0.63628 -0.17
C 1.41412 0.34434 2.64097 -0.54
C 3.82575 1.01615 3.72008 -0.13
C 1.99662 1.54801 2.19170 -0.27
C 2.86420 4.39824 -1.36810 -0.03
C -2.42830 -5.00986 1.78546 -0.06
C 0.15362 -3.36585 -0.39319 -0.20
C -1.89279 -4.83557 3.06288 -0.27
C -0.65024 -4.19646 3.17822 -0.07
C 0.01970 -3.74191 2.06992 -0.09
C -2.58447 -5.32562 4.23962 -0.22
C 3.21524 -0.15010 4.13394 -0.09
C 1.98745 -0.48385 3.57909 -0.11
C -0.49551 -3.89343 0.74708 -0.36
C 1.34554 4.71820 0.91459 -0.04
C -3.19326 1.57980 -2.89316 -0.07
C 2.48391 5.67270 -0.96736 -0.08
C -1.75477 -4.55968 0.66978 -0.08
C 1.74392 3.45305 0.51940 -0.25
C 2.93402 1.89087 -1.07943 -0.04
C 3.23457 1.84555 2.77530 -0.56
C 1.71820 5.83438 0.17962 -0.09
H -0.14321 -3.79627 -1.35233 0.04
H 4.78307 1.31658 4.12533 0.10
H 1.40936 6.82144 0.49921 0.10
H -2.89569 -2.80016 -0.90286 0.05
H 1.22898 -3.20013 -0.31375 0.04
H -4.96060 -0.59347 -3.31907 0.09
H -2.17584 -4.75756 -0.31238 0.10
H -4.10026 1.84852 -2.35191 0.09
H -3.38018 -5.51560 1.67201 0.11
H 0.53356 1.80847 0.86348 0.08
H -2.33435 1.96249 -2.34308 0.08
H 3.41039 1.36915 -0.24960 0.12
H 1.46335 -1.38687 3.86328 0.10
H -3.07291 -1.04573 -5.27838 0.08
H 0.97645 -3.24618 2.19128 0.09
H -0.00745 1.06058 -3.68222 0.05
H -0.21598 -4.06158 4.16300 0.11
H 2.77705 6.53320 -1.55631 0.10
H -3.20049 2.04348 -3.87856 0.09
H 3.64723 1.97399 -1.90044 0.12
H 3.45056 4.26330 -2.26964 0.11
H 0.74929 4.80577 1.81418 0.12
H 3.68041 -0.78826 4.87233 0.10
```

***

We find *one* to be the most stable, with the next structure 32.8 kJ/mol higher.